DFT (ωB97M-V/def2-TZVPD) results for a molecular structure, C27H27Cl3N6O2RuS.

Geometry as XYZ:
```
67
Properties=species:S:1:pos:R:3:forces:R:3:mulliken_spin:R:1
Ru -0.1408 0.7574 -0.3666 -0.041 -0.200 0.037 0.70
C -2.4660 -1.5508 -0.4901 -0.047 0.003 0.104 0.00
C -3.3830 -0.4767 0.0339 -0.019 0.000 -0.020 -0.01
C -4.7360 -0.4840 -0.2724 0.032 0.000 -0.063 0.00
C -5.5688 0.5194 0.2025 -0.010 0.027 0.003 0.00
C -5.0487 1.5442 0.9750 -0.007 -0.010 -0.019 0.00
C -3.6962 1.5829 1.3015 0.035 -0.029 0.025 0.00
C -3.1291 2.7088 2.1171 -0.013 0.011 -0.002 0.00
C -2.8848 0.5495 0.8381 -0.028 -0.102 0.028 0.00
N -1.4812 0.5483 1.0867 0.068 0.183 0.042 0.08
C -1.0098 0.2984 2.3574 -0.079 -0.062 -0.041 0.00
O -1.6594 0.2104 3.3738 0.005 0.019 0.011 0.05
C 0.4796 0.0330 2.3460 0.025 0.010 0.024 0.02
C 1.2761 -0.2866 3.4284 -0.007 -0.018 -0.010 0.01
C 2.6168 -0.5769 3.1880 0.000 -0.009 0.010 0.00
C 3.1280 -0.5680 1.8934 -0.012 -0.024 -0.012 0.00
C 2.2699 -0.2394 0.8608 -0.006 0.004 0.048 0.01
N 1.0049 0.0533 1.1279 -0.024 0.081 -0.128 0.00
C 2.5870 -0.2353 -0.6158 0.007 -0.006 -0.060 0.00
O 3.6778 -0.5718 -1.0220 0.004 0.005 0.003 0.03
N 1.4996 0.1228 -1.3819 0.069 -0.002 0.118 0.06
C 1.6319 -0.0746 -2.7875 -0.057 -0.009 -0.013 0.00
C 1.5363 -1.3714 -3.3085 -0.026 0.002 -0.003 0.01
C 1.3997 -2.5654 -2.4056 0.009 -0.003 0.009 0.00
C 1.5813 -1.5326 -4.6909 -0.013 0.005 0.003 -0.01
C 1.7329 -0.4394 -5.5290 0.005 0.004 0.003 0.01
C 1.8607 0.8334 -4.9924 -0.013 0.002 -0.015 0.00
C 1.8195 1.0358 -3.6187 0.013 -0.001 0.015 -0.01
C 2.0066 2.4092 -3.0370 0.001 -0.007 -0.018 0.01
H -2.9471 -2.1225 -1.2822 0.026 -0.008 -0.011 0.00
H -2.1608 -2.2429 0.2975 0.029 0.017 0.002 0.00
H -1.5420 -1.1362 -0.9297 0.018 -0.005 -0.087 0.00
H -5.1399 -1.2799 -0.8867 -0.004 -0.003 0.004 0.00
H -6.6240 0.5045 -0.0368 -0.002 -0.003 0.004 0.00
H -5.6978 2.3343 1.3324 -0.002 -0.002 0.000 0.00
H -3.8374 3.5334 2.1790 0.000 -0.004 0.001 0.00
H -2.2038 3.0874 1.6742 0.003 -0.007 -0.004 0.00
H -2.8965 2.3750 3.1291 0.006 -0.005 -0.001 0.00
H 0.8417 -0.3152 4.4178 0.003 0.003 0.001 0.00
H 3.2655 -0.8284 4.0164 -0.001 -0.001 0.001 0.00
H 4.1558 -0.8177 1.6705 0.001 0.004 0.001 0.00
H 0.7057 -2.3806 -1.5826 -0.015 0.003 -0.012 0.00
H 2.3659 -2.8164 -1.9629 0.000 0.009 0.008 0.00
H 1.0468 -3.4330 -2.9603 0.013 -0.003 -0.005 0.00
H 1.5089 -2.5296 -5.1082 -0.003 -0.001 0.002 0.00
H 1.7742 -0.5810 -6.6011 -0.001 -0.001 0.000 0.00
H 2.0109 1.6831 -5.6470 -0.001 -0.001 0.000 0.00
H 2.2627 3.1218 -3.8195 0.003 -0.002 0.002 0.00
H 2.8112 2.4099 -2.2986 -0.010 -0.006 0.010 0.00
H 1.0955 2.7590 -2.5478 -0.011 0.008 -0.003 0.00
C -4.0098 2.5163 -3.5708 -0.036 -0.003 0.025 0.00
N -3.1586 1.4065 -3.9795 0.022 -0.009 0.038 0.00
C -2.0956 0.9830 -3.3009 -0.149 -0.088 0.033 0.01
N -1.4626 -0.1112 -3.7330 0.113 0.006 0.010 0.01
S -1.6473 1.8447 -1.8960 0.106 0.211 -0.090 -0.01
H -4.8436 2.5721 -4.2647 0.006 0.001 -0.009 0.00
H -3.4595 3.4556 -3.5960 -0.002 -0.002 -0.004 0.00
H -4.3903 2.3534 -2.5627 0.003 -0.015 0.007 0.00
H -3.4218 0.8976 -4.8078 0.020 0.018 -0.023 0.00
H -1.6806 -0.4951 -4.6397 -0.033 -0.006 0.007 0.00
H -0.5184 -0.2856 -3.4093 0.010 -0.003 0.004 0.00
Cl 1.0330 5.9848 -0.4521 -0.003 0.000 0.000 0.00
C 1.3826 4.8608 0.8600 0.027 0.025 -0.007 0.00
Cl 3.1206 4.7275 1.1348 -0.010 -0.004 0.000 0.00
Cl 0.5363 5.3176 2.3371 -0.009 -0.004 0.003 0.00
C 0.8933 3.5369 0.4588 0.039 -0.009 0.004 0.07
N 0.5204 2.5062 0.1436 -0.029 0.012 0.012 -0.03
```
Forces are in eV/Å.

* energy relative to the best compared isomer or geometry (same formula, charge and spin): 0.0 kJ/mol
* maximum force: 0.3 eV/A
* expectation value of S²: 0.76
* LUMO energy (spin up / spin down): -0.137 / -0.169 Ha
* multiplicity: 2
* charge: +1
* highest occupied orbital energy (spin up / spin down): -11.071 / -11.011 eV